[1]
Computed, not measured: a structure of composition C28H28IIrN4O4SSe, with ωB97M-V with the def2-TZVPD basis set.

ORCA input file:
```
! RIJCOSX wB97M-V def2-TZVPD def2/J DEFGRID3
* xyz 1 6
Ir 1.08282 1.29380 0.53770
N -0.48890 2.90086 0.53472
C -0.70187 3.40218 1.89797
C 0.64371 3.48015 2.61860
O 1.00362 4.43765 3.26206
N 1.39405 2.32169 2.43302
C 2.66786 2.23985 2.99194
C 3.70879 2.09952 1.72496
O 4.71720 2.74985 1.80241
O 3.29537 1.29882 0.83127
H -0.11729 3.63124 -0.06497
H -1.32966 2.51896 0.11243
H -1.32518 2.68054 2.42976
H -1.18488 4.37910 1.92771
H 2.85048 1.27014 3.46718
H 2.95226 3.07160 3.63036
I 1.68978 1.21403 -2.35362
C 2.68107 2.97228 -1.78185
C 3.71234 3.48924 -2.54176
C 4.32872 4.63846 -2.06621
C 3.89203 5.20278 -0.87801
C 2.84955 4.59576 -0.19985
N 2.24604 3.49302 -0.64789
H 4.02897 3.01185 -3.45691
H 5.14835 5.08013 -2.61583
H 4.35503 6.08915 -0.47063
H 2.48969 4.98978 0.74304
Se 1.25444 -0.83738 2.02319
C 2.31093 -2.14858 1.18895
C 2.94822 -1.93918 -0.03346
C 3.65820 -2.99227 -0.58660
N 3.76025 -4.18999 -0.02149
C 3.16550 -4.37656 1.14925
C 2.43536 -3.39556 1.80348
H 2.91238 -0.97994 -0.53123
H 4.16854 -2.86271 -1.53427
H 3.27386 -5.35876 1.59552
H 1.96810 -3.60672 2.75579
O -1.06605 0.31982 -0.13901
S -1.53627 -1.04846 0.31615
C -3.29072 -0.85281 0.73402
C -4.07781 -0.04858 -0.24997
C -4.02677 1.34185 -0.20103
C -4.73268 2.10210 -1.11797
C -5.49920 1.47861 -2.09278
C -5.56793 0.09557 -2.13957
C -4.86075 -0.66517 -1.22110
C -1.61587 -2.02792 -1.20831
C -1.57460 -3.49666 -0.90236
C -2.74324 -4.24753 -0.85260
C -2.69592 -5.59793 -0.53959
C -1.47891 -6.20474 -0.27461
C -0.30712 -5.46251 -0.32756
C -0.35497 -4.11394 -0.63829
H -3.28188 -0.38365 1.71924
H -3.66513 -1.87127 0.86446
H -3.45061 1.82666 0.57845
H -4.69574 3.18218 -1.06676
H -6.05518 2.07267 -2.80486
H -6.18046 -0.39342 -2.88472
H -4.93837 -1.74484 -1.24320
H -0.72387 -1.70078 -1.74491
H -2.49063 -1.72713 -1.78304
H -3.69438 -3.78181 -1.07795
H -3.60845 -6.17757 -0.51188
H -1.44065 -7.25909 -0.03709
H 0.64576 -5.93805 -0.13753
H 0.56269 -3.54038 -0.69236
*
```

The LUMO energy (spin up / spin down) is -2.4 / -5.4 eV. The frontier orbital gap (spin up / spin down) is 8.02 / 6.08 eV. Its HOMO energy (spin up / spin down) is -0.3821 / -0.4237 hartree. The value obtained for the energy relative to the best compared isomer or geometry (same formula, charge and spin) is 30.7 kJ/mol. Its expectation value of S² is 8.7796. The calculation puts the largest force on an atom at 0.640 eV Å⁻¹.

natural (NBO) charges, unit e, in atom order:
1 Ir 1.08
2 N -0.82
3 C -0.32
4 C 0.62
5 O -0.51
6 N -0.51
7 C -0.36
8 C 0.82
9 O -0.54
10 O -0.77
11 H 0.41
12 H 0.42
13 H 0.23
14 H 0.23
15 H 0.24
16 H 0.25
17 I 0.26
18 C 0.10
19 C -0.27
20 C -0.12
21 C -0.23
22 C 0.06
23 N -0.53
24 H 0.24
25 H 0.24
26 H 0.24
27 H 0.22
28 Se 0.35
29 C -0.25
30 C -0.25
31 C 0.04
32 N -0.37
33 C 0.04
34 C -0.24
35 H 0.24
36 H 0.21
37 H 0.21
38 H 0.24
39 O -1.03
40 S 1.26
41 C -0.63
42 C 0.03
43 C -0.23
44 C -0.19
45 C -0.20
46 C -0.19
47 C -0.24
48 C -0.63
49 C 0.02
50 C -0.23
51 C -0.20
52 C -0.20
53 C -0.18
54 C -0.24
55 H 0.25
56 H 0.26
57 H 0.20
58 H 0.22
59 H 0.23
60 H 0.23
61 H 0.21
62 H 0.25
63 H 0.26
64 H 0.21
65 H 0.23
66 H 0.23
67 H 0.22
68 H 0.21

---

[2]
Computed, not measured: the molecule C4H9NO, with ωB97M-V with the def2-TZVPD basis set.

ORCA input file:
```
! RIJCOSX wB97M-V def2-TZVPD def2/J DEFGRID3
* xyz 0 1
C 1.12389 -0.80860 -0.27518
C -1.57319 0.72025 -0.90390
C -0.40469 1.22127 -0.08121
C 0.06532 -0.09061 0.56266
O 1.72262 -1.89915 0.37997
N -0.07290 -0.23035 1.82220
H 2.20020 -1.55967 1.15478
H 0.26421 -1.12272 2.18268
H 1.88238 -0.08592 -0.60319
H 0.64752 -1.22180 -1.17134
H -1.27810 0.25220 -1.83790
H -2.33624 1.48085 -1.03102
H -0.74703 1.88443 0.71080
H 0.36398 1.66501 -0.71394
H -1.85798 -0.20521 -0.19541
*
```

The LUMO energy is 0.8 eV. The frontier orbital gap is 10.50 eV. Its structure (SMILES) is [H]/N=C(/CC)CO. Its HOMO energy is -0.3575 hartree. The value obtained for the energy relative to the best compared isomer or geometry (same formula, charge and spin) is 207.0 kJ/mol. The calculation puts the largest force on an atom at 4.022 eV Å⁻¹.

natural (NBO) charges, unit e, in atom order:
1 C -0.14
2 C -0.60
3 C -0.47
4 C 0.30
5 O -0.71
6 N -0.64
7 H 0.47
8 H 0.34
9 H 0.18
10 H 0.20
11 H 0.20
12 H 0.22
13 H 0.23
14 H 0.20
15 H 0.21

---

> energy relative to the best compared isomer or geometry (same formula, charge and spin) of number 2 (C4H9NO)?

207.0 kJ/mol

---

> energy relative to the best compared isomer or geometry (same formula, charge and spin) of number 2 (C4H9NO)?

207.0 kJ/mol

---

> The lowest energy relative to the best compared isomer or geometry (same formula, charge and spin) belongs to which entry?

C28H28IIrN4O4SSe

---

> Which of these has the highest largest force on an atom?

C4H9NO